C48H92N2O23 | the ωB97M-V functional and the def2-TZVPD basis

LUMO energy	-0.12	eV
highest occupied orbital energy	-8.26	eV
SMILES string	C[C@H]1COC(=O)O1.C[C@H]1COC(=O)O1.C[C@H]1COC(=O)O1.C[C@H]1COC(=O)O1.C[C@H]1COC(=O)O1.CCN(CC)CC.CCN(CC)CC.CCOC(C)=O.CCOC(C)=O.CCOC(C)=O.CCOC(C)=O
frontier orbital gap	8.1	eV
multiplicity	1
E	-3724.14858	a.u.

The geometry in XYZ format:
```
165
Properties=species:S:1:pos:R:3:forces:R:3:mulliken_charge:R:1
O -5.07004 -7.80060 -30.81241 2.359 4.077 -0.966 -0.5835
O -0.10148 -9.10927 -18.08792 0.694 1.145 0.415 0.1091
O 0.04977 -10.94589 -16.89564 0.161 0.828 1.421 -0.3860
O -0.07834 -8.87938 -15.80008 0.165 -2.485 -3.060 -0.5917
O 0.11620 2.05363 -28.85106 1.576 -3.139 -0.257 -0.5916
O -0.64257 -1.41971 -24.12462 -1.169 0.690 -1.921 -0.2190
O -2.02597 -8.28526 -23.60094 1.208 2.137 -0.256 -0.7385
O 1.10851 -7.47738 -28.54519 -0.471 -0.625 -0.015 -0.2816
O -4.76864 -6.15814 -23.25060 -0.948 -0.825 -2.422 -0.5809
O -3.63217 -6.06753 -30.32126 -0.270 -0.630 0.964 -0.1827
O 1.49359 -1.79181 -23.48886 -3.491 -0.396 0.117 -0.6365
O -3.92186 -11.57849 -28.93483 1.758 2.402 3.450 -0.5995
O -3.32089 -9.75553 -27.51625 -0.705 -1.723 -2.256 -0.2605
O 0.56414 -9.45313 -27.45283 1.028 2.131 -0.535 -0.5992
O -4.41327 -6.25354 -32.32593 -1.139 -0.648 -2.292 -0.3409
O -4.71088 -8.96551 -19.67878 0.165 -2.275 0.397 -0.3414
O -0.28016 -2.84916 -22.46183 1.591 1.297 -0.748 -0.1925
O -3.44080 -10.56394 -18.50160 -1.506 5.688 -1.090 -0.6202
O -1.40755 -6.16384 -24.18246 0.385 0.559 -1.458 0.7158
O 1.06084 -0.03685 -28.44262 -1.071 0.353 -0.501 -0.2591
O -3.45743 -8.24706 -18.01048 0.887 -2.558 0.523 -0.2641
O -5.57468 -6.91462 -25.34697 0.018 0.779 0.743 -0.2788
O -2.94552 -11.85818 -26.86917 -0.919 -0.182 -1.650 -0.4125
N 0.94922 -4.81351 -18.17248 -0.756 -0.446 1.376 0.3124
N 3.00966 -7.49348 -23.97911 -0.298 0.535 1.338 0.8754
C -5.54254 -8.40993 -23.50331 -0.160 -0.026 0.194 -0.9917
C 0.16744 -5.71422 -17.24522 1.332 0.710 -0.456 0.6004
C -3.44713 -11.08453 -27.90219 -0.791 -1.594 -1.161 0.4812
C -2.71657 -11.07746 -25.71611 1.834 -0.900 0.764 0.5285
C -0.09643 -0.38742 -27.68328 -0.812 -0.016 1.356 -0.6725
C 1.61169 -5.52469 -19.25258 1.064 -0.116 0.970 0.2748
C 0.79653 -2.37619 -18.67393 0.131 -0.857 0.115 -1.6167
C -0.17377 -10.16818 -19.06897 -0.475 1.120 -0.633 1.1804
C 2.88917 -6.23929 -18.76234 0.108 -0.555 -0.162 -1.5978
C -0.59728 -5.25849 -26.29343 0.172 -0.149 1.087 -0.9131
C -4.29213 -7.16984 -18.29804 0.716 1.986 -1.446 0.2635
C -5.51116 -5.61207 -25.97531 1.292 1.262 0.739 0.1551
C -1.48696 -5.20808 -30.96045 0.658 -0.169 -0.333 -1.4939
C -0.04458 -1.85801 -27.27669 0.440 0.615 -0.600 -0.5845
C 0.41955 -8.60053 -28.33530 -1.051 -2.408 0.703 0.7363
C 2.08798 -6.82719 -22.99990 0.263 1.469 -0.626 1.0108
C -4.95254 -7.60784 -19.59977 0.379 2.570 0.220 0.2475
C -0.06417 -5.04998 -15.91337 -0.355 0.408 0.473 -1.7672
C 0.09748 -3.75788 -18.67481 -0.354 1.389 -0.352 0.4595
C 2.12082 -7.10296 -27.59344 -0.239 -0.284 0.087 0.5667
C -1.65920 -7.13103 -23.34461 -2.098 -2.102 2.440 -0.4793
C 0.13283 -11.34611 -18.23038 -0.011 -1.493 -1.222 -0.4970
C -1.64288 -6.62489 -21.87362 0.060 -0.168 -0.603 1.3304
C 0.71873 -9.96698 -20.31579 0.254 0.391 -0.892 -1.6397
C 2.94152 -8.96148 -23.81981 -0.189 0.156 -2.094 -1.1182
C -0.04245 -9.58508 -16.81398 -0.129 1.311 1.019 0.4468
C -5.57228 -5.58811 -27.48003 -1.021 -0.805 0.509 -1.1621
C -3.50972 -5.20502 -32.43832 0.334 0.428 -1.528 -0.4729
C 5.38938 -7.43541 -24.88987 -1.950 0.335 0.395 -1.2741
C -4.42731 -6.76951 -31.13259 -2.577 -4.928 2.137 0.5764
C -1.93152 -1.90271 -23.76918 -0.778 0.987 1.759 -0.4261
C -3.81822 -9.36894 -18.70807 0.477 -2.812 0.651 0.6248
C 2.22170 1.49430 -29.75795 0.719 -0.324 -0.896 -1.0077
C -5.24712 -6.99814 -24.01990 0.087 -0.508 1.191 0.8909
C -1.62128 -2.97200 -22.77468 -2.225 -1.533 0.132 2.0875
C 4.39187 -7.01922 -23.72118 0.716 -0.379 -2.114 -0.5321
C -1.36605 -11.53319 -25.08552 -0.824 0.090 -0.145 -1.1048
C -2.53405 -2.97406 -21.54206 0.428 0.154 -0.036 -1.3563
C -1.18798 -6.47713 -25.57612 0.349 -0.398 -0.958 0.7335
C 0.99509 1.17815 -29.01999 -1.514 2.906 1.449 0.7001
C 0.27748 -1.97746 -23.40149 4.452 -1.148 1.820 0.4543
C -0.69758 -8.87821 -29.31253 0.232 0.338 -0.246 -0.5994
C 1.56632 -9.56435 -24.11156 0.096 0.521 1.226 -0.3408
C -2.68087 -9.69394 -26.27554 -0.636 1.323 1.353 1.9744
C -3.39666 -5.88148 -18.49420 -0.806 -1.118 0.779 -1.0906
C 2.75313 -5.84169 -28.11210 -0.279 -0.156 -0.027 -1.3130
C 2.09646 -5.24514 -23.04120 0.504 -1.453 0.083 -1.2780
C -2.99115 -5.08635 -31.07405 1.817 2.514 1.562 0.7779
H -0.75787 -6.05366 -17.71071 -0.199 0.052 -0.123 -0.3639
H 0.71077 -10.65520 -21.16102 -1.521 -1.041 0.347 0.6910
H -5.05149 -7.04149 -17.52667 0.299 0.033 0.325 0.3230
H -1.35834 -9.63927 -28.89748 0.034 0.459 0.136 0.1159
H 3.60362 -5.68512 -18.15362 -0.593 0.706 0.160 0.3900
H -0.99588 -2.15084 -26.83240 0.094 0.002 -0.022 0.1923
H -1.05530 -5.00334 -29.98073 -0.406 -0.208 0.199 0.1140
H 1.80501 -10.05025 -20.28187 0.262 0.661 1.499 0.5393
H 1.30175 -4.85691 -22.40417 -0.027 -0.059 -0.096 -0.3315
H -6.10652 -9.07341 -24.15891 0.380 0.264 -0.428 0.3339
H 1.61647 -6.87867 -26.65355 0.112 -0.141 0.161 -0.3893
H 0.39016 -5.03900 -25.88735 0.283 -0.211 -0.253 0.0251
H 2.66432 -7.13354 -18.18109 -0.094 -0.119 -0.101 0.2576
H 0.77499 -2.03594 -26.58045 -0.102 -0.016 0.101 0.1935
H 3.13522 -5.87880 -29.13226 0.328 -0.498 0.149 0.3939
H -2.16044 -3.73043 -20.85182 -0.389 -0.146 0.003 -0.0511
H 4.91992 -7.14592 -25.83003 -0.232 0.141 -0.102 0.1732
H -1.78104 -3.87918 -23.35743 0.237 -0.702 0.577 -1.0137
H -2.64703 -6.45757 -21.48399 -0.298 -0.091 -0.612 -0.4866
H -0.55679 -5.41785 -27.37096 0.045 -0.022 0.087 0.1229
H 0.70346 -6.62795 -16.98857 0.376 0.061 -0.531 0.1407
H 1.11275 -11.69822 -18.55270 0.242 -0.373 0.809 0.3145
H 2.78666 -7.94584 -27.40822 0.112 0.072 -0.175 0.5354
H -2.44335 -1.13437 -23.18972 -0.094 0.589 -0.593 0.3829
H -2.02911 -6.86897 -26.14801 -0.959 0.519 0.652 0.1864
H 3.49371 -9.35982 -24.67100 0.718 -0.020 0.248 0.3981
H 4.42148 -5.93031 -23.75987 -0.250 -0.112 0.453 0.3510
H -3.28405 -4.09180 -30.73762 -0.057 -0.026 0.703 0.1610
H -6.23378 -4.91545 -25.55029 -0.360 -0.394 0.223 0.3668
H -0.29790 -9.35162 -30.20933 0.176 0.355 -0.215 0.4639
H 2.33453 -7.12670 -21.98127 -0.029 -0.222 0.343 0.2792
H -4.60845 -8.87008 -23.18104 0.167 -0.015 -0.277 0.0831
H -1.49710 -12.44707 -24.50609 -0.077 -0.039 -0.072 0.4821
H 5.43551 -8.52241 -24.95612 0.879 0.130 0.195 0.3502
H -1.68190 -9.26418 -26.34954 -0.002 -0.155 -0.148 -1.0754
H -0.56446 -7.36944 -25.63178 0.725 0.212 0.240 -0.6714
H -0.16995 -4.01991 -19.69849 -0.265 0.172 -0.413 -0.4915
H -0.65155 -11.73303 -25.88406 0.000 0.165 -0.015 0.3651
H -4.74874 -6.18436 -27.87293 -0.305 0.169 -0.481 0.1801
H 2.07946 1.13917 -30.77861 0.059 0.118 -0.225 0.2686
H -5.96962 -7.21765 -19.56274 -0.496 -1.133 -0.265 0.3696
H 3.52223 -6.52548 -19.60224 -0.270 -0.358 -0.326 0.3675
H -3.33331 -9.07958 -25.65507 0.452 0.414 0.064 -0.5483
H 0.87294 -1.94390 -17.67624 0.321 -0.496 0.254 0.3848
H -2.55774 -2.03574 -20.98791 0.549 0.288 -0.151 0.5069
H -1.24110 -10.17079 -19.29012 0.166 -0.097 -0.736 -0.3003
H 1.94407 -4.85189 -20.04312 -0.374 0.343 0.055 0.3267
H 0.49438 -9.06821 -20.89024 -0.083 0.490 0.568 -0.1384
H -4.01517 -5.00568 -18.69045 -0.053 0.028 0.277 0.5384
H 3.06857 0.92662 -29.37240 0.035 0.257 0.094 0.3172
H 3.39694 -9.33935 -22.90445 -0.044 0.085 0.407 0.2746
H -3.53442 -11.22542 -25.01088 -0.112 0.015 -0.040 0.2742
H 0.89898 -6.23508 -19.67151 0.015 -0.432 -0.468 -0.0717
H -4.49072 -7.06665 -20.42556 0.136 -0.354 -0.336 -0.3285
H 2.37962 2.57261 -29.77801 0.060 -0.239 0.057 0.3058
H 1.95776 -4.88899 -24.06200 -0.006 0.055 -0.008 0.2920
H -2.61049 -2.30646 -24.52024 0.676 0.482 -0.691 0.2702
H 1.77500 -2.65435 -19.06549 0.264 0.990 -0.083 0.2932
H -0.15420 0.25349 -26.80351 0.470 -0.018 0.274 0.3367
H 6.30405 -6.84302 -24.86648 0.261 -0.652 0.402 0.4260
H -1.04261 -0.11246 -28.14938 0.240 -0.261 -0.854 0.3865
H -2.81259 -5.78976 -17.57848 -0.153 0.459 0.004 0.3992
H 1.16699 -9.23129 -25.06953 0.087 -0.076 0.021 0.0005
H -4.54387 -5.18835 -25.70530 0.181 0.037 0.271 -0.0797
H 0.82877 -4.60384 -15.47554 0.398 -0.511 -0.165 0.4170
H 1.65370 -10.65055 -24.08599 -0.075 -0.017 -0.173 0.7686
H -6.56203 -5.93662 -27.77506 0.208 -0.611 -0.387 0.3569
H -2.68211 -5.95468 -19.31406 -0.152 -0.451 -0.063 0.0255
H -0.63192 -12.09010 -18.45339 0.258 -0.362 0.391 0.3401
H -0.96181 -10.77549 -24.41427 -0.119 0.131 -0.073 -0.0781
H -1.16739 -6.19314 -31.30049 -0.031 -0.218 0.186 0.4509
H -6.14019 -8.39516 -22.59188 0.008 0.565 0.100 0.4328
H 1.94581 -5.11250 -28.18020 0.235 0.437 0.429 0.1195
H 0.28426 -1.58086 -19.21537 0.044 -0.363 -0.656 0.3654
H -1.13313 -5.66764 -21.76442 0.343 -0.226 -0.034 -0.6397
H 1.04333 -7.06666 -23.19851 0.136 -0.583 -0.139 -1.1547
H -3.58325 -3.11352 -21.80252 0.092 -0.576 -0.218 0.3934
H -2.68146 -5.42491 -33.11193 -0.281 -0.343 -0.410 0.2667
H -0.84038 -3.58674 -18.14636 -0.089 -0.761 0.363 0.5429
H -0.73359 -4.18977 -15.91471 -0.497 -0.164 -0.274 0.3295
H -0.96036 -4.52172 -31.62355 -0.318 0.278 -0.197 0.4355
H -5.60257 -4.55397 -27.82312 0.648 0.069 0.113 0.4149
H -1.22247 -7.95407 -29.55451 -0.155 -0.188 -0.216 -0.0925
H -1.13366 -4.33667 -26.06843 -0.529 -0.175 -0.177 0.2250
H 0.89893 -9.27119 -23.30116 -0.461 -0.134 -0.140 -0.3181
H -0.44921 -5.82477 -15.25038 -0.116 0.226 0.271 0.4714
H 0.15297 -2.44288 -28.17501 -0.170 -0.250 0.007 0.4028
H -4.02237 -4.31182 -32.79534 -0.028 -0.079 -0.004 0.3299
H 4.79576 -7.40375 -22.78464 -0.061 0.112 0.405 0.3091
H 3.53135 -5.59616 -27.38948 -0.026 0.559 -0.224 0.3184
H 3.04304 -4.86738 -22.65470 -0.106 0.190 -0.071 0.7990
H -1.24421 -7.39952 -21.21854 0.359 0.075 -0.161 0.0400
```
Positions in Å, forces in eV/Å.